ORCA calculation (ωB97M-V/def2-TZVPD) on a molecular structure, C19H24Cl3N5O2ReSSi.

Properties
Total charge   +2
Strongest force on any atom   2.2 eV Å⁻¹
Energy relative to the best compared isomer or geometry (same formula, charge and spin)   0.00 kJ/mol
LUMO (alpha / beta)   -6.92 / -7.77 eV
Spin multiplicity   4

```
56
Properties=species:S:1:pos:R:3:forces:R:3
Re -0.17396 -1.03685 -0.20908 -0.10 -0.33 -0.22
C 2.47024 3.04075 5.47159 -0.67 0.60 -0.44
C 2.51408 1.97120 4.40693 -0.14 0.23 0.34
C 3.29950 0.80927 4.49431 0.34 0.19 0.72
C 3.21934 -0.17827 3.51375 0.00 0.59 0.03
C 2.36525 0.02386 2.43047 -0.10 0.23 0.08
C 1.60014 1.18729 2.30829 0.75 -0.13 0.47
C 1.69238 2.15005 3.29469 -0.32 -0.48 -0.78
S 2.23740 -1.20010 1.21762 -0.83 0.20 0.87
O 1.97758 -0.55998 -0.10300 -0.51 0.41 -0.92
O 3.29398 -2.10927 1.27069 1.05 -0.95 0.12
N 0.75104 -1.93976 1.36204 -0.41 0.32 0.83
C -0.29984 -1.64540 2.28641 0.17 0.28 -1.90
C -0.40835 -1.70972 3.62931 0.72 -0.01 0.22
C -1.59920 -1.28918 4.19845 0.40 -0.31 2.00
C -2.66706 -0.87954 3.43361 -0.09 -0.22 -0.06
C -2.49339 -0.91256 2.06695 -1.11 0.73 0.25
N -1.35162 -1.21200 1.50430 2.02 -0.97 -0.12
H 2.96684 2.73619 6.36936 0.55 0.00 0.41
H 1.42423 3.25851 5.76131 0.34 -0.32 -0.22
H 2.83333 4.02696 5.10675 0.16 -0.77 0.20
H 4.00446 0.69052 5.35912 -0.82 0.06 -0.98
H 3.85779 -1.04098 3.54994 0.07 -0.31 0.06
H 1.04548 1.39195 1.41611 -0.40 0.01 -0.37
H 1.09302 3.03347 3.12660 0.12 0.25 0.42
H 0.45820 -2.02047 4.18718 -0.04 -0.12 0.36
H -1.61013 -1.33595 5.31153 -0.44 0.23 -0.99
H -3.61687 -0.57315 3.85284 0.12 -0.08 0.00
H -3.27439 -0.64658 1.40525 -0.79 0.28 -0.54
C 0.16445 0.04145 -5.85351 -0.58 0.37 0.43
C 0.55315 -1.22589 -5.10319 -0.15 0.31 0.27
N 0.31114 -0.98210 -3.66557 -0.68 0.29 -0.60
C -0.53885 -0.07035 -3.17035 0.22 0.36 -0.23
N -0.57453 0.13685 -1.83897 0.10 -0.05 0.57
C -1.21638 1.39192 -1.41926 -0.54 -0.36 -0.21
C -2.59379 1.49890 -2.06539 0.44 -0.57 0.31
C -2.36000 1.57556 -3.54606 0.36 1.26 0.20
N -1.29424 0.67913 -3.96801 0.12 -0.55 -0.71
C -1.26802 0.44129 -5.41302 0.54 -1.18 -0.42
H 0.24135 -0.07023 -6.92891 -0.15 -0.15 -0.10
H 0.79774 0.87625 -5.56641 0.38 0.00 -0.01
H 1.60188 -1.52766 -5.17348 -0.14 0.33 -0.26
H -0.04048 -2.07141 -5.43598 -0.17 -0.13 -0.05
H 1.03005 -1.31919 -3.07156 0.36 -0.16 0.72
H -0.58758 2.24556 -1.59847 0.36 0.44 -0.45
H -1.32596 1.35531 -0.35808 -0.14 -0.03 1.10
H -3.13947 2.37614 -1.73042 -0.10 -0.05 0.11
H -3.14012 0.56702 -1.81367 0.04 0.58 -0.07
H -2.04751 2.61590 -3.84031 -0.39 -0.88 0.19
H -3.27905 1.33162 -4.05210 -0.21 -0.15 -0.52
H -1.64686 1.32200 -5.92170 0.17 0.14 0.01
H -1.96261 -0.39089 -5.61328 0.08 0.28 -0.15
Cl -2.20420 -3.25105 -2.48343 -0.52 -0.05 -0.30
Si -0.84075 -3.28940 -1.02837 0.83 0.51 0.19
Cl -1.24781 -4.55650 0.46923 -0.22 -0.12 0.06
Cl 0.99893 -3.73052 -1.83309 -0.05 -0.03 0.07
```
Forces are in eV/Å.



ORCA calculation (ωB97M-V/def2-TZVPD) on C21H32N4O2 in the gas phase.

Properties
Total charge   0
Strongest force on any atom   0.9 eV Å⁻¹
Energy relative to the best compared isomer or geometry (same formula, charge and spin)   254.98 kJ/mol
LUMO   0.71 eV

```
59
Properties=species:S:1:pos:R:3:forces:R:3
C 2.94977 5.70973 -1.30575 0.02 0.24 0.01
O 2.97843 4.30366 -1.30229 -0.10 -0.36 -0.01
C 1.79109 3.62582 -1.33081 -0.08 -0.21 -0.04
C 0.53922 4.22858 -1.34902 0.22 0.27 0.00
C -0.61269 3.45796 -1.34769 0.02 -0.22 -0.02
C -0.54313 2.07545 -1.35651 0.01 0.14 -0.02
C -1.77213 1.20630 -1.33915 -0.05 -0.09 -0.06
N -1.50713 -0.01248 -0.60070 -0.21 0.06 -0.06
C -1.34212 0.21071 0.81889 0.26 -0.17 0.18
C -0.82906 -1.07795 1.44443 -0.05 0.33 0.07
N -1.78830 -2.16011 1.26648 -0.13 0.05 -0.07
C -1.43152 -3.36125 2.03429 0.06 -0.24 0.26
C -1.57806 -3.09482 3.53497 -0.03 -0.09 -0.31
C -0.04356 -3.93897 1.73134 -0.34 0.12 -0.08
C -2.01369 -2.36472 -0.16953 -0.19 -0.07 -0.44
C -3.01918 -3.48128 -0.49829 -0.09 0.14 0.40
C -4.43117 -3.24223 0.05152 -0.04 -0.05 -0.48
O -4.47230 -2.99090 1.43065 -0.01 0.06 0.45
C -2.50273 -1.04276 -0.78427 0.19 -0.24 -0.03
C 0.71051 1.47871 -1.36692 0.02 0.26 -0.06
C 1.87131 2.22680 -1.33384 0.10 0.21 -0.04
C 3.20368 1.51911 -1.25458 -0.03 0.42 -0.35
N 3.15224 0.45874 -0.28335 0.15 -0.06 0.47
C 3.05307 0.58855 1.05343 0.00 -0.15 0.20
C 2.93494 -0.68077 1.57092 0.00 0.15 0.05
C 2.96450 -1.51736 0.44755 0.01 0.14 0.13
N 3.08958 -0.81194 -0.66061 0.03 -0.45 -0.78
H 2.43677 6.10535 -0.42311 0.00 -0.02 -0.05
H 3.99223 6.02425 -1.28620 -0.09 0.04 0.00
H 2.47238 6.09982 -2.21015 0.00 -0.02 0.04
H 0.44573 5.30298 -1.34705 0.03 0.11 0.01
H -1.57431 3.95070 -1.33820 -0.11 0.05 0.03
H -2.62851 1.77121 -0.92716 0.04 -0.03 -0.07
H -2.02422 0.92497 -2.36789 -0.09 0.00 0.08
H -0.61080 1.00624 0.97585 -0.02 -0.03 0.05
H -2.29489 0.50757 1.29577 0.05 0.02 -0.03
H -0.67274 -0.91837 2.51057 0.07 0.00 0.01
H 0.13748 -1.31247 0.97215 -0.04 0.02 0.09
H -2.17919 -4.11816 1.78648 0.08 0.12 0.02
H -2.51331 -2.57924 3.73571 -0.11 0.05 0.07
H -1.58744 -4.04247 4.06743 0.02 -0.08 0.10
H -0.75457 -2.50120 3.92399 0.08 0.07 0.08
H 0.07078 -4.88973 2.24624 0.05 -0.10 0.04
H 0.74219 -3.26919 2.07184 0.13 0.07 0.03
H 0.08308 -4.11114 0.66479 0.09 -0.05 -0.12
H -1.05998 -2.61109 -0.67332 -0.09 0.07 0.04
H -2.64426 -4.43815 -0.13454 0.01 -0.05 -0.07
H -3.08897 -3.55632 -1.58545 0.05 -0.03 -0.03
H -5.04231 -4.13479 -0.11635 0.04 0.11 -0.09
H -4.90171 -2.41202 -0.49814 0.01 -0.14 -0.01
H -3.74254 -2.38025 1.63157 0.04 0.00 0.01
H -2.66363 -1.19369 -1.85468 -0.04 -0.01 0.02
H -3.46129 -0.74937 -0.32207 -0.02 -0.05 -0.04
H 0.77216 0.40141 -1.37431 0.04 -0.15 0.07
H 3.44909 1.05627 -2.21441 0.07 0.05 0.18
H 3.98590 2.23443 -0.98872 -0.04 -0.20 -0.05
H 3.07637 1.54864 1.52849 0.00 0.22 0.07
H 2.84546 -0.96427 2.59986 0.00 0.00 0.21
H 2.90605 -2.58729 0.40531 -0.01 -0.21 -0.06
```
Forces are in eV/Å.